Record 1
This record from the OMol25 dataset describes 8 unconnected molecules or ions with the total composition C45H100NO24S7. The level of theory is ωB97M-V with the def2-TZVPD basis set.

Each line ends with the Löwdin charge.
Cartesian coordinates (Å):
C (3.34518, -3.24270, 3.39784)  -0.12
C (4.84205, -3.78443, 3.35771)  -0.23
C (5.32698, -4.17620, 1.88668)  -0.21
C (6.52345, -3.28509, 1.35054)  -0.19
C (6.06154, -2.14659, 0.31721)  -0.17
C (4.73643, -1.51666, 0.88955)  -0.12
C (4.31487, -0.16864, 0.21000)  -0.07
C (4.33574, 1.01781, 1.08514)  0.06
C (3.94775, 2.33728, 0.55126)  0.05
C (3.50842, 2.37792, -0.85177)  -0.15
C (3.05530, 3.73815, -1.49922)  -0.12
C (1.70783, 4.14263, -0.72894)  -0.19
C (0.47056, 3.28928, -1.23655)  -0.19
C (-0.64789, 3.10067, -0.12656)  -0.18
C (-1.32593, 1.65151, -0.17624)  -0.21
C (-2.81440, 1.68962, -0.68237)  -0.21
C (-3.65375, 0.37108, -0.35663)  -0.20
C (-3.05715, -0.95258, -0.97779)  -0.16
C (-3.53901, -2.27020, -0.21853)  -0.22
O (-4.63769, -2.88544, -0.89826)  -0.22
C (-4.59990, -4.31596, -0.84459)  -0.11
C (3.51825, 1.15209, -1.61060)  0.07
N (3.92362, -0.07887, -1.11993)  -0.04
O (3.91524, -1.22951, -1.82622)  -0.02
C (4.65125, -1.14290, -3.07627)  -0.08
C (5.75926, -2.26929, -3.25179)  -0.35
C (7.20857, -1.66605, -2.97470)  -0.03
O (5.72932, -2.61557, -4.65745)  -0.07
H (2.73189, -3.70785, 2.57039)  0.07
H (3.27592, -2.12602, 3.28673)  0.06
H (2.83620, -3.49889, 4.38248)  0.06
H (5.51228, -3.03197, 3.84716)  0.10
H (4.85720, -4.69910, 4.01446)  0.11
H (4.45700, -4.23969, 1.17807)  0.10
H (5.72387, -5.22874, 1.96987)  0.11
H (7.13317, -2.84423, 2.17813)  0.11
H (7.20454, -3.98198, 0.78379)  0.11
H (6.89498, -1.41168, 0.19940)  0.12
H (5.78994, -2.69900, -0.61485)  0.08
H (4.90084, -1.33516, 1.98258)  0.11
H (3.83839, -2.19057, 0.79703)  0.13
H (4.64032, 0.96098, 2.15353)  0.13
H (3.98317, 3.26726, 1.17357)  0.14
H (2.75081, 3.57996, -2.57170)  0.12
H (3.83839, 4.53466, -1.39410)  0.12
H (1.52746, 5.22295, -0.95425)  0.12
H (1.86021, 3.99289, 0.37343)  0.10
H (0.84637, 2.30836, -1.63924)  0.09
H (-0.00683, 3.86765, -2.07751)  0.12
H (-0.22263, 3.28912, 0.90240)  0.11
H (-1.48900, 3.83720, -0.25624)  0.11
H (-1.34941, 1.27472, 0.88576)  0.11
H (-0.70968, 0.91266, -0.76047)  0.09
H (-3.32875, 2.55963, -0.13409)  0.09
H (-2.86874, 1.95005, -1.78109)  0.12
H (-3.83140, 0.20644, 0.74201)  0.11
H (-4.67867, 0.51610, -0.81262)  0.11
H (-1.93652, -0.96420, -1.04631)  0.09
H (-3.46862, -1.04011, -2.02137)  0.12
H (-2.63117, -2.91943, -0.11438)  0.11
H (-3.90141, -2.00063, 0.81731)  0.12
H (-5.52774, -4.77221, -0.39152)  0.08
H (-4.58093, -4.68644, -1.91256)  0.10
H (-3.73417, -4.74640, -0.28129)  0.09
H (3.19422, 1.17409, -2.68065)  0.16
H (5.16258, -0.16902, -3.26361)  0.13
H (3.90567, -1.34352, -3.90038)  0.15
H (5.54543, -3.19753, -2.66331)  0.14
H (7.21103, -0.54713, -2.88006)  0.08
H (7.94120, -1.91341, -3.78756)  0.09
H (7.57384, -2.05315, -1.97885)  0.07
H (6.38916, -3.31547, -4.80805)  0.10
O (-4.50889, 3.25099, 1.97730)  -0.30
S (-5.84124, 3.80034, 1.95814)  0.59
O (-6.09861, 5.18101, 2.23616)  -0.27
O (-6.78993, 2.89748, 2.88695)  -0.26
C (-6.38756, 2.65597, 4.23946)  -0.26
C (-6.68128, 3.84630, 5.13281)  -0.07
C (-6.59007, 3.39282, 0.41217)  -0.11
H (-5.33098, 2.37928, 4.28450)  0.11
H (-6.96092, 1.79511, 4.58658)  0.12
H (-6.04942, 4.69716, 4.87304)  0.07
H (-6.49807, 3.59529, 6.17909)  0.08
H (-7.71835, 4.16760, 5.01963)  0.08
H (-6.45030, 2.32973, 0.22264)  0.07
H (-6.09987, 3.97995, -0.36333)  0.08
H (-7.64933, 3.64315, 0.45688)  0.04
O (-2.39901, -5.34473, -3.70968)  -0.28
S (-1.78934, -4.56554, -4.75035)  0.58
O (-2.26034, -3.25494, -5.08515)  -0.28
O (-1.71171, -5.44854, -6.08618)  -0.26
C (-2.91746, -6.05266, -6.57509)  -0.26
C (-3.78726, -5.05237, -7.31199)  -0.07
C (-0.05062, -4.47714, -4.44690)  -0.13
H (-3.46754, -6.52989, -5.76040)  0.12
H (-2.61352, -6.84177, -7.26383)  0.12
H (-4.18905, -4.30285, -6.62808)  0.07
H (-4.62690, -5.55601, -7.79348)  0.08
H (-3.20828, -4.52124, -8.06966)  0.09
H (0.32360, -5.48018, -4.25088)  0.07
H (0.10400, -3.84086, -3.57678)  0.07
H (0.43660, -4.04416, -5.31862)  0.07
O (1.16306, -4.52940, 6.07009)  -0.29
S (-0.17690, -4.01328, 6.07890)  0.58
O (-0.45548, -2.64236, 6.38735)  -0.27
O (-1.09311, -4.95095, 7.00131)  -0.26
C (-0.66660, -5.21248, 8.34536)  -0.26
C (-0.96967, -4.04669, 9.26699)  -0.07
C (-0.94562, -4.40939, 4.53810)  -0.12
H (0.39512, -5.46999, 8.36989)  0.12
H (-1.21864, -6.09064, 8.68214)  0.12
H (-0.35739, -3.17878, 9.01641)  0.07
H (-0.76699, -4.31573, 10.30483)  0.08
H (-2.01393, -3.74286, 9.17506)  0.09
H (-0.78833, -5.46563, 4.32792)  0.08
H (-0.48008, -3.79853, 3.76603)  0.07
H (-2.00752, -4.18085, 4.60621)  0.08
O (-10.14566, -5.56225, 0.93164)  -0.28
S (-10.62704, -4.49729, 0.10039)  0.58
O (-10.92295, -4.70227, -1.28595)  -0.28
O (-9.63718, -3.24015, 0.24023)  -0.27
C (-8.23820, -3.44872, 0.01088)  -0.26
C (-7.91419, -3.51226, -1.46859)  -0.07
C (-12.03164, -3.75706, 0.87512)  -0.12
H (-7.89232, -4.34653, 0.53007)  0.11
H (-7.71844, -2.59902, 0.45618)  0.12
H (-8.33888, -4.40846, -1.92515)  0.08
H (-6.83559, -3.53215, -1.62468)  0.04
H (-8.33383, -2.65298, -1.99506)  0.09
H (-11.78856, -3.54431, 1.91434)  0.07
H (-12.85587, -4.46627, 0.81907)  0.08
H (-12.28704, -2.84391, 0.34093)  0.07
O (-9.97836, 3.72818, 0.88880)  -0.28
S (-11.30707, 4.27261, 0.86839)  0.59
O (-11.55623, 5.65291, 1.15266)  -0.27
O (-12.25314, 3.36893, 1.79738)  -0.26
C (-11.84481, 3.12316, 3.14877)  -0.26
C (-12.13250, 4.31128, 4.04674)  -0.07
C (-12.06585, 3.86905, -0.67484)  -0.12
H (-10.78836, 2.84478, 3.18806)  0.11
H (-12.41780, 2.26231, 3.49595)  0.12
H (-11.50036, 5.16194, 3.78649)  0.07
H (-11.94484, 4.05690, 5.09133)  0.08
H (-13.16941, 4.63448, 3.93949)  0.09
H (-11.93008, 2.80632, -0.86647)  0.07
H (-11.57747, 4.45672, -1.45057)  0.08
H (-13.12288, 4.12266, -0.62333)  0.08
O (6.84235, 7.04695, -0.62951)  -0.28
S (7.81623, 6.51823, -1.54177)  0.59
O (7.44410, 6.00806, -2.82953)  -0.28
O (8.70348, 5.41234, -0.77888)  -0.26
C (8.03098, 4.34342, -0.11662)  -0.26
C (7.57846, 3.27752, -1.09631)  -0.07
C (9.09884, 7.71176, -1.75783)  -0.11
H (7.19052, 4.72138, 0.47252)  0.11
H (8.74530, 3.90837, 0.58353)  0.13
H (6.78873, 3.65596, -1.74925)  0.06
H (7.18983, 2.40549, -0.56413)  0.07
H (8.40485, 2.96427, -1.73722)  0.08
H (9.42630, 8.05669, -0.77907)  0.08
H (8.68899, 8.54145, -2.33178)  0.08
H (9.92102, 7.24954, -2.30222)  0.07
O (12.42783, 3.02449, -1.09362)  -0.28
S (13.00117, 3.82320, -2.13948)  0.58
O (12.48716, 5.12181, -2.46224)  -0.28
O (13.07876, 2.94750, -3.48329)  -0.26
C (11.88328, 2.31575, -3.95275)  -0.26
C (10.97359, 3.29662, -4.66884)  -0.07
C (14.74046, 3.95602, -1.86398)  -0.12
H (11.36050, 1.82001, -3.13034)  0.11
H (12.19530, 1.53811, -4.65123)  0.12
H (10.56451, 4.03226, -3.97372)  0.07
H (10.13843, 2.77334, -5.13818)  0.08
H (11.52435, 3.84646, -5.43382)  0.09
H (15.14385, 2.96247, -1.67848)  0.08
H (14.89285, 4.59259, -0.99385)  0.08
H (15.20190, 4.40508, -2.74142)  0.08

For the HOMO-LUMO gap, the calculation gives 7.155 eV. The net charge is +1. The calculation puts the HOMO energy at -11.0 eV.

Record 2
This record from the OMol25 dataset describes 10 unconnected molecules or ions with the total composition C45H101Cl9O21. The level of theory is ωB97M-V with the def2-TZVPD basis set.

Each line ends with the Löwdin charge.
Cartesian coordinates (Å):
C (-1.67987, 0.55533, -5.50227)  -0.10
O (-2.05804, -0.81493, -5.43309)  -0.20
C (-3.10906, -1.14023, -6.33089)  -0.18
C (-4.56666, -1.02349, -5.74757)  -0.16
O (-5.46461, -1.34130, -6.82194)  -0.16
C (-6.87087, -1.30897, -6.45765)  -0.17
C (-7.67729, -1.83038, -7.59723)  -0.21
O (-7.52672, -3.26716, -7.74367)  -0.19
C (-8.47838, -3.75612, -8.70843)  -0.10
H (-1.33926, 0.89029, -6.48201)  0.09
H (-0.93358, 0.69963, -4.72103)  0.08
H (-2.57087, 1.09831, -5.18704)  0.08
H (-2.94794, -2.20715, -6.48523)  0.13
H (-3.10599, -0.58863, -7.27101)  0.12
H (-4.99004, -0.06856, -5.43620)  0.12
H (-4.58843, -1.63959, -4.84866)  0.09
H (-7.09872, -0.25971, -6.26993)  0.13
H (-6.95816, -1.89853, -5.54502)  0.12
H (-7.33145, -1.36718, -8.52131)  0.13
H (-8.66319, -1.40472, -7.41041)  0.12
H (-9.49361, -3.42386, -8.49160)  0.09
H (-8.47867, -4.84522, -8.75287)  0.08
H (-8.08222, -3.41844, -9.66610)  0.08
C (3.22921, -1.73478, 0.10610)  -0.14
O (3.21759, -2.84496, 0.95115)  -0.21
C (4.48660, -3.57395, 1.13794)  -0.12
C (5.66280, -2.76663, 1.72792)  -0.20
O (6.12045, -1.81019, 0.79107)  -0.15
C (7.34202, -1.10869, 1.22058)  -0.13
C (7.87053, -0.30744, 0.02005)  -0.16
O (9.29573, -0.04659, 0.15933)  -0.18
C (9.80791, 1.00718, -0.58097)  -0.13
H (3.56331, -1.90150, -0.91795)  0.10
H (3.67360, -0.87792, 0.61249)  0.07
H (2.17031, -1.49565, 0.00785)  0.07
H (4.72834, -4.06165, 0.19358)  0.12
H (4.17196, -4.42027, 1.74856)  0.12
H (6.39985, -3.42577, 2.18660)  0.12
H (5.39913, -2.29746, 2.67578)  0.12
H (8.05642, -1.83937, 1.59984)  0.12
H (7.25780, -0.37814, 2.02513)  0.11
H (7.22998, 0.57053, -0.06335)  0.10
H (7.68586, -0.86664, -0.89717)  0.12
H (9.46508, 1.16374, -1.60374)  0.07
H (10.89342, 0.90838, -0.58310)  0.09
H (9.51784, 1.95515, -0.12786)  0.08
C (-3.46994, 1.07314, 10.51354)  -0.11
O (-3.40385, 2.24567, 9.71509)  -0.19
C (-2.11794, 2.88614, 9.68799)  -0.19
C (-2.09544, 4.07212, 8.71473)  -0.19
O (-2.09387, 3.42633, 7.45680)  -0.15
C (-1.60414, 4.32639, 6.40753)  -0.15
C (-1.26451, 3.61014, 5.08679)  -0.22
O (-2.36082, 3.35044, 4.27062)  -0.18
C (-3.27044, 2.41837, 4.77751)  -0.11
H (-2.78657, 0.29544, 10.17253)  0.09
H (-4.48901, 0.68871, 10.47094)  0.09
H (-3.31614, 1.28053, 11.57252)  0.08
H (-1.32318, 2.15771, 9.52721)  0.12
H (-1.97423, 3.24088, 10.70858)  0.12
H (-1.18182, 4.65355, 8.83857)  0.12
H (-2.95263, 4.73600, 8.82697)  0.13
H (-0.75629, 4.93195, 6.72774)  0.12
H (-2.35603, 5.05382, 6.10156)  0.13
H (-0.63314, 2.72535, 5.16809)  0.12
H (-0.56314, 4.30498, 4.62486)  0.12
H (-4.10963, 2.58386, 4.10189)  0.09
H (-3.72240, 2.75355, 5.71104)  0.09
H (-3.00522, 1.36394, 4.85457)  0.08
C (-9.37470, -5.33123, -5.49109)  -0.08
O (-10.70236, -5.13164, -5.00884)  -0.17
C (-10.84252, -4.11443, -4.02077)  -0.21
C (-10.36716, -4.49827, -2.62029)  -0.17
O (-8.97750, -4.84132, -2.46629)  -0.16
C (-8.09090, -3.71904, -2.64437)  -0.15
C (-6.61096, -3.91371, -2.15180)  -0.22
O (-5.88114, -2.85854, -2.61191)  -0.17
C (-4.48950, -2.98205, -2.42680)  -0.12
H (-8.91783, -4.36632, -5.71094)  0.07
H (-9.43139, -5.88792, -6.42649)  0.09
H (-8.81326, -5.89448, -4.74569)  0.09
H (-11.86923, -3.75731, -3.94060)  0.12
H (-10.39283, -3.17947, -4.35503)  0.11
H (-10.93502, -5.38141, -2.32755)  0.13
H (-10.54971, -3.73101, -1.86791)  0.12
H (-8.50321, -2.75848, -2.33547)  0.13
H (-8.03770, -3.64170, -3.73032)  0.09
H (-6.22999, -4.85454, -2.54903)  0.13
H (-6.58113, -4.02188, -1.06759)  0.10
H (-4.00348, -2.09889, -2.84144)  0.08
H (-4.09703, -3.81110, -3.01564)  0.10
H (-4.12797, -3.21070, -1.42424)  0.01
C (0.46401, -1.50445, 2.73151)  -0.07
O (0.68388, -0.24125, 2.01234)  -0.20
C (0.05909, 0.91437, 2.59761)  -0.19
C (0.15399, 2.06837, 1.57071)  -0.19
O (-0.53309, 1.77545, 0.35059)  -0.16
C (-1.92632, 2.16555, 0.28707)  -0.18
C (-2.46146, 1.96964, -1.10083)  -0.17
O (-2.86953, 0.58340, -1.32774)  -0.19
C (-1.86251, -0.45772, -1.23759)  -0.08
H (0.94618, -2.31399, 2.18355)  0.04
H (-0.57841, -1.79648, 2.85873)  0.04
H (0.89488, -1.43641, 3.73042)  0.09
H (0.60865, 1.21508, 3.48961)  0.11
H (-0.99267, 0.82540, 2.86960)  0.10
H (1.19808, 2.25648, 1.32053)  0.10
H (-0.18310, 2.96524, 2.09041)  0.10
H (-1.95278, 3.23139, 0.51376)  0.08
H (-2.62892, 1.72975, 0.99738)  0.13
H (-1.78591, 2.32815, -1.87749)  0.10
H (-3.38224, 2.53411, -1.24791)  0.13
H (-1.07082, -0.24246, -1.95522)  0.08
H (-2.20440, -1.45627, -1.50980)  0.04
H (-1.38962, -0.47948, -0.25575)  0.07
C (10.91769, -0.74766, 3.64164)  -0.12
O (9.92021, 0.21094, 3.94198)  -0.19
C (10.07586, 1.54997, 3.36434)  -0.14
C (8.76050, 2.30667, 3.03436)  -0.16
O (8.02373, 2.70907, 4.20558)  -0.13
C (6.77495, 3.33669, 3.91357)  -0.17
C (5.78640, 2.63879, 2.94642)  -0.21
O (5.39396, 1.40959, 3.51965)  -0.18
C (4.37514, 0.69673, 2.76718)  -0.06
H (10.72453, -1.74160, 4.04520)  0.08
H (11.93750, -0.45274, 3.88887)  0.08
H (10.81590, -0.87513, 2.56391)  0.07
H (10.57659, 1.53241, 2.39632)  0.11
H (10.70759, 2.11182, 4.05234)  0.12
H (8.12350, 1.78509, 2.32002)  0.09
H (9.00592, 3.24013, 2.52788)  0.12
H (6.99921, 4.27902, 3.41374)  0.11
H (6.32423, 3.62610, 4.86288)  0.13
H (6.27583, 2.41677, 1.99812)  0.10
H (4.96664, 3.33861, 2.78408)  0.12
H (3.47120, 1.22345, 2.46130)  0.08
H (4.10327, -0.25477, 3.22416)  0.09
H (4.92412, 0.41420, 1.86891)  0.06
C (0.65598, 4.20108, -3.48226)  -0.11
O (1.56484, 3.12086, -3.28082)  -0.17
C (1.37416, 2.27186, -2.13491)  -0.18
C (2.34527, 1.11988, -2.04921)  -0.17
O (3.60814, 1.73241, -1.92915)  -0.13
C (4.68821, 0.86025, -2.09386)  -0.18
C (5.94750, 1.74767, -2.18226)  -0.20
O (7.09135, 1.02753, -2.51587)  -0.24
C (7.16547, 0.70541, -3.96564)  -0.04
H (1.05332, 4.93983, -4.17830)  0.09
H (0.43972, 4.76267, -2.57345)  0.02
H (-0.34170, 3.91743, -3.81732)  0.08
H (0.40827, 1.78265, -2.26072)  0.10
H (1.32330, 2.85290, -1.21409)  0.09
H (2.22861, 0.47295, -2.91868)  0.14
H (2.21720, 0.56605, -1.11917)  0.12
H (4.56586, 0.16599, -2.92520)  0.12
H (4.68660, 0.22113, -1.21090)  0.11
H (6.11189, 2.18005, -1.19528)  0.12
H (5.94060, 2.52301, -2.94836)  0.12
H (6.85493, 1.52378, -4.61520)  0.09
H (6.40453, -0.07152, -4.03945)  0.07
H (8.08117, 0.22786, -4.31427)  0.09
C (-0.31348, 6.33757, 0.13711)  -1.47
Cl (-1.63102, 5.71929, -0.90696)  0.55
Cl (0.33007, 7.77616, -0.68919)  0.51
Cl (1.08645, 5.27124, 0.37229)  0.57
H (-0.74103, 6.55503, 1.11589)  0.02
C (-0.01834, -4.61762, 0.32849)  -1.51
Cl (-1.58126, -3.88875, -0.07093)  0.55
Cl (0.29220, -5.97143, -0.82068)  0.50
Cl (0.09230, -5.19011, 1.98006)  0.55
H (0.75336, -3.89343, 0.06748)  0.00
C (-4.39189, -2.80460, 2.76274)  -1.39
Cl (-4.89426, -2.66609, 1.01588)  0.53
Cl (-3.39382, -1.35324, 3.18735)  0.51
Cl (-3.47326, -4.34416, 3.01037)  0.48
H (-5.25770, -2.84911, 3.42342)  0.02

For the HOMO-LUMO gap, the calculation gives 9.451 eV. As for the SMILES: COCCOCCOC.COCCOCCOC.COCCOCCOC.COCCOCCOC.COCCOCCOC.COCCOCCOC.COCCOCCOC.ClC(Cl)Cl.ClC(Cl)Cl.ClC(Cl)Cl. The calculation puts the HOMO energy at -9.2 eV.